No. 1
This record from OMol25 describes C36H37BN7O4Pt as an isolated structure at a distorted geometry. The level of theory is ωB97M-V/def2-TZVPD.

The geometry in XYZ format:
```
86
Properties=species:S:1:pos:R:3
Pt -0.61554 0.38586 -0.31349
B -4.03442 -0.75466 -0.21374
N -3.50744 0.50633 -1.02752
C -4.43874 1.26737 -1.60440
C -3.83816 2.33326 -2.24689
C -2.49002 2.14998 -2.01334
N -2.29092 1.03196 -1.29245
N -2.92402 -1.65933 0.36397
C -3.14322 -2.87278 0.87791
C -1.96779 -3.33986 1.44238
C -1.05278 -2.32276 1.21445
N -1.65256 -1.31147 0.57183
H -4.71594 -1.40867 -0.95204
H -4.68729 -0.29698 0.70086
H -5.47581 0.99151 -1.51516
H -4.30428 3.12279 -2.80744
H -1.69214 2.77794 -2.35866
H -4.11790 -3.32325 0.79912
H -1.80155 -4.28272 1.93135
H -0.00542 -2.27886 1.45859
O -1.14513 2.41587 6.22046
C -2.27178 2.53866 5.38515
C -1.88819 2.12745 3.99326
C -2.78954 2.24935 2.94423
C -2.42623 1.83760 1.67924
N -1.21624 1.33101 1.43165
C -0.32323 1.21840 2.43295
C -0.63297 1.59843 3.72316
C 0.97058 0.60657 2.06277
C 2.09887 0.68632 2.85348
C 3.27848 0.09469 2.42587
C 4.54577 0.19992 3.23751
O 4.41396 0.94971 4.41562
C 3.26671 -0.59086 1.21384
C 2.11587 -0.62378 0.45798
N 0.98802 -0.03772 0.87877
H -1.38414 2.65255 7.12163
H -2.64709 3.56775 5.35502
H -3.09515 1.89526 5.71755
H -3.78121 2.65236 3.10079
H -3.10925 1.90609 0.84609
H 0.07896 1.48016 4.52552
H 2.06581 1.21365 3.79557
H 5.34638 0.58310 2.59423
H 4.84043 -0.80698 3.54106
H 4.36806 1.89062 4.21236
H 4.15244 -1.09116 0.84469
H 2.04942 -1.12913 -0.49727
C 2.60675 -5.45260 -5.27861
C 1.74377 -4.43726 -4.58290
C 0.65507 -4.82892 -3.81442
C -0.14994 -3.90795 -3.15626
C -1.32558 -4.38403 -2.34430
C 0.17289 -2.55121 -3.25888
C 1.24740 -2.12481 -4.04432
C 1.57970 -0.66533 -4.23053
C 2.01445 -3.07885 -4.69814
C -0.63971 -1.55770 -2.49188
O -1.82797 -1.39206 -2.58651
O 0.14484 -0.86627 -1.65114
H 2.10239 -6.41458 -5.35388
H 3.53854 -5.60703 -4.73084
H 2.86932 -5.12238 -6.28337
H 0.41205 -5.88257 -3.73666
H -1.53825 -5.42859 -2.56509
H -2.21517 -3.79229 -2.55049
H -1.12286 -4.30203 -1.27320
H 0.71128 -0.02430 -4.08346
H 1.95698 -0.49277 -5.23784
H 2.35615 -0.34503 -3.53097
H 2.83613 -2.75132 -5.32607
C 0.61245 1.76885 -1.34140
C 1.09190 2.80015 -0.38158
C 0.25265 3.78817 0.14477
C 0.68223 4.62897 1.15327
C 1.98596 4.52404 1.63963
C 2.86206 3.60876 1.06371
C 2.41237 2.76196 0.06763
C 2.42668 5.32133 2.75052
N 2.78424 5.90899 3.67062
H 1.42930 1.16844 -1.72869
H -0.01794 2.13114 -2.13617
H -0.76662 3.88199 -0.21188
H 0.01056 5.36611 1.57269
H 3.89194 3.56773 1.39466
H 3.10031 2.05172 -0.37650
```

Computed properties:
Total charge: +1
E_tot (eV): -60472.695
Molecular weight (g/mol): 837.63
Relative energy (zero: lowest compared OMol25 entry of this formula, charge and spin) (kJ/mol): 20.27
Maximum force (eV Å⁻¹): 1.27

The Löwdin scheme yields these atomic charges, measured in e: atom 1 (Pt): 1.528, atom 2 (B): -0.394, atom 3 (N): -0.061, atom 4 (C): -0.073, atom 5 (C): -0.020, atom 6 (C): -0.126, atom 7 (N): -0.123, atom 8 (N): -0.060, atom 9 (C): -0.060, atom 10 (C): -0.042, atom 11 (C): -0.133, atom 12 (N): -0.073, atom 13 (H): 0.084, atom 14 (H): 0.074, atom 15 (H): 0.136, atom 16 (H): 0.108, atom 17 (H): 0.099, atom 18 (H): 0.136, atom 19 (H): 0.104, atom 20 (H): 0.101, atom 21 (O): -0.041, atom 22 (C): -0.195, atom 23 (C): -0.139, atom 24 (C): 0.039, atom 25 (C): -0.056, atom 26 (N): -0.030, atom 27 (C): -0.165, atom 28 (C): 0.086, atom 29 (C): -0.170, atom 30 (C): 0.071, atom 31 (C): -0.143, atom 32 (C): -0.198, atom 33 (O): -0.030, atom 34 (C): 0.028, atom 35 (C): -0.071, atom 36 (N): -0.046, atom 37 (H): 0.108, atom 38 (H): 0.140, atom 39 (H): 0.143, atom 40 (H): 0.137, atom 41 (H): 0.113, atom 42 (H): 0.127, atom 43 (H): 0.130, atom 44 (H): 0.140, atom 45 (H): 0.145, atom 46 (H): 0.101, atom 47 (H): 0.136, atom 48 (H): 0.127, atom 49 (C): -0.044, atom 50 (C): -0.256, atom 51 (C): 0.000, atom 52 (C): -0.188, atom 53 (C): -0.020, atom 54 (C): -0.066, atom 55 (C): -0.200, atom 56 (C): -0.031, atom 57 (C): -0.006, atom 58 (C): -0.526, atom 59 (O): 0.105, atom 60 (O): -0.229, atom 61 (H): 0.078, atom 62 (H): 0.086, atom 63 (H): 0.082, atom 64 (H): 0.119, atom 65 (H): 0.082, atom 66 (H): 0.081, atom 67 (H): 0.077, atom 68 (H): 0.076, atom 69 (H): 0.086, atom 70 (H): 0.079, atom 71 (H): 0.123, atom 72 (C): -0.153, atom 73 (C): -0.278, atom 74 (C): -0.037, atom 75 (C): -0.011, atom 76 (C): -0.228, atom 77 (C): -0.022, atom 78 (C): -0.042, atom 79 (C): -0.180, atom 80 (N): 0.170, atom 81 (H): 0.058, atom 82 (H): 0.046, atom 83 (H): 0.111, atom 84 (H): 0.126, atom 85 (H): 0.124, atom 86 (H): 0.119

No. 2
This record from OMol25 describes C36H37FeN2OP2 as an isolated structure. The level of theory is ωB97M-V/def2-TZVPD.

The geometry in XYZ format:
```
79
Properties=species:S:1:pos:R:3
Fe -0.12242 0.43199 -0.01551
C -2.26664 -1.94555 0.62930
P -2.30125 -0.25572 -0.02623
C -2.76752 -0.29999 -1.75168
C -3.39651 0.80694 -2.32749
C -3.68716 0.80536 -3.68289
C -3.33837 -0.28704 -4.46477
C -2.68905 -1.38100 -3.90034
C -2.39063 -1.38545 -2.55028
C -3.46479 0.77083 0.85230
C -3.04353 1.93906 1.48174
C -3.95952 2.72850 2.16235
C -5.29156 2.34512 2.21083
C -5.71693 1.18236 1.57618
C -4.80961 0.39295 0.89204
C -0.83129 -2.20748 0.96440
C -0.12516 -3.33060 1.30713
C 1.20533 -2.90673 1.62837
C 1.24623 -1.54882 1.45892
C 2.28411 -0.49254 1.68394
P 1.33108 1.06787 1.71303
C 2.33726 2.34626 0.94228
C 2.85357 2.09225 -0.33522
C 3.54538 3.08031 -1.01643
C 3.71773 4.32917 -0.43432
C 3.19610 4.59222 0.82508
C 2.49549 3.61133 1.51004
C 0.98815 1.50476 3.40876
C -0.31765 1.56968 3.88392
C -0.55261 1.89599 5.21205
C 0.51509 2.15254 6.05801
C 1.82182 2.08124 5.58678
C 2.06574 1.75612 4.26376
N 0.00306 -1.11054 1.04473
H -2.68138 -2.64723 -0.09286
H -2.90830 -1.96265 1.51421
H -3.68078 1.65448 -1.71560
H -4.18951 1.65353 -4.12759
H -3.57604 -0.28978 -5.52041
H -2.42750 -2.23187 -4.51601
H -1.88000 -2.23801 -2.11641
H -2.00336 2.24281 1.43551
H -3.63751 3.64110 2.64589
H -6.00806 2.95699 2.74274
H -6.75944 0.89618 1.61025
H -5.14787 -0.50702 0.39084
H -0.51998 -4.33195 1.38554
H 2.01089 -3.52849 1.98702
H 3.03410 -0.43788 0.89239
H 2.80880 -0.60562 2.63354
H 2.72864 1.11887 -0.79898
H 3.95458 2.87773 -1.99718
H 4.25568 5.10246 -0.96618
H 3.33537 5.56556 1.27618
H 2.08020 3.82904 2.48543
H -1.14956 1.34796 3.22915
H -1.56681 1.94770 5.58457
H 0.33234 2.40358 7.09451
H 2.65090 2.28068 6.25243
H 3.08649 1.70725 3.90206
O 0.59515 -0.37548 -1.56917
C 0.95423 -1.41680 -2.21789
C 1.41284 -1.27115 -3.63397
C 2.90762 -1.59687 -3.81535
C 3.21841 -3.09064 -3.86198
C 2.89386 -3.84172 -2.57409
C 1.40584 -3.84518 -2.24078
N 0.94810 -2.58754 -1.63311
H 1.20139 -0.24525 -3.92708
H 0.81264 -1.93085 -4.26862
H 3.48459 -1.11776 -3.01753
H 3.22834 -1.13720 -4.74988
H 4.27458 -3.22271 -4.09813
H 2.65848 -3.54155 -4.68773
H 3.44083 -3.40649 -1.73217
H 3.22357 -4.87725 -2.66444
H 1.16542 -4.62611 -1.52280
H 0.81279 -4.03552 -3.13859
H 0.68546 -2.61075 -0.64849
```

Computed properties:
Total charge: +2
2S+1: 2
<S²>: 0.973
E_tot (eV): -95911.223
Molecular weight (g/mol): 631.50
Maximum force (eV Å⁻¹): 0.76

The Löwdin scheme yields these atomic charges, measured in e: atom 1 (Fe): 0.551, atom 2 (C): -0.185, atom 3 (P): 1.102, atom 4 (C): -0.342, atom 5 (C): -0.063, atom 6 (C): -0.043, atom 7 (C): -0.036, atom 8 (C): -0.052, atom 9 (C): -0.092, atom 10 (C): -0.367, atom 11 (C): -0.108, atom 12 (C): -0.050, atom 13 (C): -0.037, atom 14 (C): -0.041, atom 15 (C): -0.068, atom 16 (C): -0.369, atom 17 (C): -0.036, atom 18 (C): -0.026, atom 19 (C): -0.359, atom 20 (C): -0.189, atom 21 (P): 1.079, atom 22 (C): -0.350, atom 23 (C): -0.105, atom 24 (C): -0.056, atom 25 (C): -0.043, atom 26 (C): -0.045, atom 27 (C): -0.069, atom 28 (C): -0.361, atom 29 (C): -0.078, atom 30 (C): -0.051, atom 31 (C): -0.041, atom 32 (C): -0.045, atom 33 (C): -0.087, atom 34 (N): -0.134, atom 35 (H): 0.103, atom 36 (H): 0.112, atom 37 (H): 0.114, atom 38 (H): 0.121, atom 39 (H): 0.121, atom 40 (H): 0.117, atom 41 (H): 0.101, atom 42 (H): 0.081, atom 43 (H): 0.119, atom 44 (H): 0.122, atom 45 (H): 0.122, atom 46 (H): 0.123, atom 47 (H): 0.120, atom 48 (H): 0.119, atom 49 (H): 0.095, atom 50 (H): 0.108, atom 51 (H): 0.085, atom 52 (H): 0.116, atom 53 (H): 0.120, atom 54 (H): 0.120, atom 55 (H): 0.108, atom 56 (H): 0.074, atom 57 (H): 0.116, atom 58 (H): 0.120, atom 59 (H): 0.120, atom 60 (H): 0.121, atom 61 (O): -0.087, atom 62 (C): -0.394, atom 63 (C): -0.077, atom 64 (C): -0.164, atom 65 (C): -0.193, atom 66 (C): -0.165, atom 67 (C): -0.125, atom 68 (N): 0.147, atom 69 (H): 0.129, atom 70 (H): 0.134, atom 71 (H): 0.121, atom 72 (H): 0.122, atom 73 (H): 0.121, atom 74 (H): 0.123, atom 75 (H): 0.123, atom 76 (H): 0.124, atom 77 (H): 0.129, atom 78 (H): 0.132, atom 79 (H): 0.096

> The highest molecular weight belongs to which entry?

C36H37BN7O4Pt